<1>
Here is one molecule with the formula C5H6O2S from OMol25. Energies are from ωB97M-V/def2-TZVPD.

CARTESIAN COORDINATES (ANGSTROEM)
1 O -1.437 -0.751 2.407
2 C -0.915 0.034 1.641
3 C 0.093 -0.433 0.593
4 O 0.451 -1.679 0.961
5 C 1.109 0.427 -0.064
6 C 0.621 0.701 -1.518
7 C -0.588 0.295 -1.900
8 S -1.531 -0.572 -0.732
9 H -1.402 1.046 1.811
10 H -0.217 -2.116 1.559
11 H 2.063 -0.129 -0.171
12 H 1.395 1.309 0.470
13 H 1.302 1.332 -2.134
14 H -0.944 0.536 -2.922

Properties
LUMO level ... 0.34 eV
SMILES ... O=C[C@]1(O)CC=CS1
Multiplicity ... 1
Net charge ... 0

<2>
Here is one molecule with the formula C5H6O2S from OMol25. Energies are from ωB97M-V/def2-TZVPD.

CARTESIAN COORDINATES (ANGSTROEM)
1 O 2.248 -0.857 0.730
2 C 1.183 -1.227 0.284
3 C 0.330 -0.456 -0.676
4 C 1.103 0.855 -1.041
5 C -0.091 0.966 -0.227
6 O -0.542 0.828 1.084
7 C -1.638 -0.075 0.919
8 S -1.330 -1.119 -0.659
9 H 0.799 -2.211 0.541
10 H 1.018 1.359 -2.027
11 H 2.110 0.726 -0.625
12 H -0.871 1.378 -0.851
13 H -1.752 -0.689 1.812
14 H -2.567 0.523 0.736

Properties
LUMO level ... 0.55 eV
SMILES ... O=C[C@@]12C[C@@H]1OCS2
Multiplicity ... 1
Net charge ... 0

Energies, relative to the best one, in kJ/mol: <1> 0.0; <2> 210.3.

<1>
Here is C5H6O2S as an isolated structure from OMol25. Energies are from ωB97M-V/def2-TZVPD.

CARTESIAN COORDINATES (ANGSTROEM)
1 C -1.561 -1.969 -1.862
2 C -0.740 -0.763 0.041
3 C 0.276 -0.208 0.788
4 C 1.132 0.856 0.269
5 C 1.365 2.099 1.096
6 H -1.532 -2.981 -0.953
7 H -1.580 -1.282 0.784
8 H 0.220 -0.499 1.849
9 H 1.137 0.973 -0.873
10 H 1.219 2.964 0.393
11 H 0.794 2.231 2.118
12 O -1.175 -0.562 -1.246
13 O 2.430 1.085 0.930
14 S -1.985 -1.944 -3.332

Properties
LUMO level ... -0.39 eV
Multiplicity ... 1
Net charge ... 0

<2>
Here is one molecule with the formula C5H6O2S from OMol25. Energies are from ωB97M-V/def2-TZVPD.

CARTESIAN COORDINATES (ANGSTROEM)
1 O 3.498 -0.391 0.277
2 C 2.233 -0.416 0.031
3 C 1.524 0.874 -0.159
4 C 0.104 0.780 -0.306
5 C -0.419 -0.453 -0.154
6 C -1.793 -0.878 0.028
7 O -2.882 -0.074 0.013
8 S 0.975 -1.625 -0.218
9 H 1.779 1.217 -1.233
10 H 1.904 1.829 0.313
11 H -0.492 1.817 -0.058
12 H -1.761 -1.308 1.176
13 H -2.182 -1.933 -0.542
14 H -2.489 0.561 0.830

Properties
LUMO level ... 0.29 eV
SMILES ... O=C1CC=C(CO)S1
Multiplicity ... 1
Net charge ... 0

Energies, relative to the best one, in kJ/mol: <1> 191.2; <2> 0.0.